{
  "formula": "C18H48B2F8O18PtS6",
  "method": "ωB97M-V with the def2-TZVPD basis set",
  "species": ["Pt", "S", "S", "S", "S", "S", "S", "F", "F", "F", "F", "F", "F", "F", "F", "O", "O", "O", "O", "O", "O", "O", "O", "O", "O", "O", "O", "O", "O", "O", "O", "O", "O", "C", "C", "C", "C", "C", "C", "C", "C", "C", "C", "C", "C", "C", "C", "C", "C", "C", "C", "B", "B", "H", "H", "H", "H", "H", "H", "H", "H", "H", "H", "H", "H", "H", "H", "H", "H", "H", "H", "H", "H", "H", "H", "H", "H", "H", "H", "H", "H", "H", "H", "H", "H", "H", "H", "H", "H", "H", "H", "H", "H", "H", "H", "H", "H", "H", "H", "H", "H"],
  "positions_angstrom": [[1.20, 5.91, 14.02], [3.03, 2.71, 14.62], [8.53, 9.41, 10.25], [9.38, 2.48, 14.50], [1.24, 7.19, 10.56], [1.71, 9.47, 14.92], [6.56, 4.29, 20.72], [5.22, 5.60, 12.94], [1.99, 6.04, 15.97], [4.61, 7.85, 12.60], [0.44, 6.13, 17.57], [1.83, 4.31, 17.32], [4.62, 6.88, 14.68], [0.27, 4.80, 15.71], [3.20, 6.26, 13.24], [2.06, 6.10, 9.62], [0.06, 7.53, 9.73], [1.46, 8.12, 14.39], [2.31, 3.96, 14.33], [5.52, 3.71, 21.58], [2.20, 10.31, 13.57], [6.01, 4.31, 19.12], [10.69, 1.96, 14.92], [8.34, 8.84, 8.91], [7.94, 10.91, 10.41], [0.72, 10.30, 15.62], [3.34, 2.17, 13.02], [9.88, 9.30, 10.84], [9.64, 4.12, 14.44], [8.01, 3.85, 20.85], [2.49, 1.58, 15.37], [1.06, 6.67, 11.91], [8.13, 2.26, 15.26], [2.38, 11.68, 13.72], [3.74, 0.89, 11.14], [4.67, 4.62, 18.87], [3.07, 12.08, 12.42], [8.48, 4.94, 14.68], [2.34, 8.68, 10.63], [3.46, 5.87, 9.81], [6.69, 11.19, 9.70], [4.67, 3.24, 15.24], [6.61, 6.01, 20.99], [7.31, 8.52, 11.43], [8.84, 6.34, 14.21], [6.25, 12.68, 9.77], [3.31, 4.53, 10.57], [3.96, 1.01, 12.64], [9.30, 2.31, 12.63], [3.34, 9.45, 15.95], [4.70, 5.78, 17.97], [1.07, 5.29, 16.69], [4.47, 6.68, 13.32], [6.37, 8.80, 10.95], [3.69, 0.11, 13.18], [6.57, 10.76, 8.70], [4.51, 3.62, 16.25], [5.71, 12.60, 8.83], [8.24, 2.48, 12.41], [7.43, 7.46, 11.19], [9.46, 1.27, 12.34], [7.48, 8.86, 12.45], [3.75, 6.32, 18.05], [9.88, 3.14, 12.25], [8.04, 5.09, 15.67], [9.33, 6.29, 13.23], [4.21, -0.03, 10.81], [3.91, 6.67, 10.39], [4.13, 9.46, 15.19], [3.16, 3.71, 9.87], [4.15, 1.70, 10.53], [2.66, 4.45, 11.44], [9.39, 6.80, 15.03], [1.67, 9.53, 10.47], [5.56, 6.29, 20.91], [3.97, 11.55, 12.11], [5.87, 10.82, 10.32], [3.09, 8.49, 9.86], [5.42, 2.47, 15.41], [7.05, 6.44, 20.09], [5.51, 12.85, 10.55], [4.30, 4.28, 10.95], [3.28, 13.15, 12.52], [1.41, 12.15, 13.89], [5.02, 1.01, 12.90], [3.16, 8.57, 16.56], [4.25, 3.71, 18.44], [7.71, 4.65, 13.97], [7.17, 13.27, 9.76], [2.32, 12.13, 11.63], [5.47, 6.50, 18.24], [2.67, 8.55, 11.66], [7.89, 6.87, 14.22], [3.35, 10.37, 16.53], [2.69, 0.72, 10.90], [2.93, 11.83, 14.64], [3.94, 4.78, 19.66], [7.15, 6.30, 21.89], [4.11, 5.78, 8.94], [4.76, 5.52, 16.92], [5.11, 4.04, 14.63]],
  "charge": 1,
  "e_lumo_ev": [-5.647, -9.952],
  "homo_lumo_gap_ev": [7.10, 2.80],
  "multiplicity": 4,
  "homo_ev": [-12.750, -12.750],
  "total_energy_ev": -147639.556
}

=====

{
  "formula": "C33H75Cl6N9O9",
  "method": "ωB97M-V with the def2-TZVPD basis set",
  "species": ["Cl", "Cl", "Cl", "Cl", "Cl", "Cl", "O", "O", "O", "O", "O", "O", "O", "O", "O", "N", "N", "N", "N", "N", "N", "N", "N", "N", "C", "C", "C", "C", "C", "C", "C", "C", "C", "C", "C", "C", "C", "C", "C", "C", "C", "C", "C", "C", "C", "C", "C", "C", "C", "C", "C", "C", "C", "C", "C", "C", "C", "H", "H", "H", "H", "H", "H", "H", "H", "H", "H", "H", "H", "H", "H", "H", "H", "H", "H", "H", "H", "H", "H", "H", "H", "H", "H", "H", "H", "H", "H", "H", "H", "H", "H", "H", "H", "H", "H", "H", "H", "H", "H", "H", "H", "H", "H", "H", "H", "H", "H", "H", "H", "H", "H", "H", "H", "H", "H", "H", "H", "H", "H", "H", "H", "H", "H", "H", "H", "H", "H", "H", "H", "H", "H", "H"],
  "positions_angstrom": [[1.68, 4.65, -3.20], [-1.92, 0.36, 4.37], [-2.04, 1.89, 0.38], [1.71, 1.59, -4.94], [0.68, -0.02, 0.92], [0.54, -1.40, 6.25], [4.60, -1.17, -2.72], [-1.76, -2.91, 1.08], [-1.44, 0.27, -3.71], [-5.76, -2.08, -2.36], [3.96, -3.37, 1.33], [2.76, 0.80, 4.20], [-1.73, 4.09, -2.37], [-0.07, 5.16, 4.50], [1.27, -4.85, -2.54], [3.28, -2.23, 3.14], [2.46, -3.09, -3.37], [-3.16, 4.99, -0.92], [-0.67, 3.32, 3.34], [-3.71, -0.24, -3.65], [-5.27, -2.95, -0.32], [3.43, 2.96, 4.35], [-0.70, -3.41, -0.81], [5.10, 0.96, -2.41], [4.21, -0.05, -2.33], [1.20, -2.41, -3.64], [-4.30, 4.10, -1.30], [0.58, -3.52, 1.27], [0.44, 2.50, -4.06], [-1.95, -3.46, -1.51], [-0.25, 0.00, -0.62], [-0.84, 5.38, -0.51], [1.47, 2.27, 5.60], [2.60, 1.92, 4.65], [4.99, 2.41, -2.13], [-4.10, 0.95, -2.85], [-0.96, 1.32, -0.94], [-0.84, 4.22, 4.34], [-5.05, -3.98, 0.61], [0.43, 3.37, 2.43], [2.37, -4.31, -2.74], [-2.40, -0.47, -3.99], [-2.21, -1.68, -4.86], [3.68, -4.98, -2.43], [2.90, 0.23, -1.74], [0.51, 3.95, -4.30], [-6.14, -4.38, -2.09], [4.58, 2.84, 3.45], [2.97, -3.44, 3.97], [-0.79, -2.06, 5.20], [3.86, -2.28, 1.92], [-1.11, -1.22, 3.98], [4.48, -1.00, 1.41], [-1.93, 4.78, -1.41], [-2.01, 3.96, 5.25], [-5.65, -3.03, -1.64], [-0.73, -3.29, 0.50], [1.50, -3.47, 0.67], [4.47, 2.58, -1.22], [-1.72, -3.43, -2.58], [0.22, 5.15, -0.82], [-3.74, 1.86, -3.31], [3.87, -5.79, -3.13], [-1.86, 4.34, 6.26], [-4.56, -4.88, 0.19], [-4.66, 4.49, -2.26], [0.45, -3.10, -4.05], [-4.02, 3.07, -1.46], [3.34, -2.64, -3.23], [1.51, -1.71, -4.41], [1.43, 3.29, 5.91], [0.45, -0.18, -1.41], [4.25, 2.97, 2.39], [-5.98, -4.24, 1.14], [-3.69, 0.87, -1.84], [-5.13, 4.09, -0.62], [5.11, 1.90, 3.60], [0.53, -2.91, 2.16], [2.25, 0.37, -2.57], [2.44, -3.14, 4.84], [0.06, -3.90, -1.30], [5.95, 0.72, -2.93], [-0.91, 5.22, 0.58], [-5.83, -4.57, -3.12], [-1.61, -2.16, 5.93], [5.98, 2.76, -1.98], [-0.52, -3.07, 4.92], [-0.50, 2.20, -4.46], [-2.20, -1.26, -5.85], [3.01, -1.33, 3.47], [3.19, 3.86, 4.75], [-0.89, 6.48, -0.60], [-2.88, 4.55, 4.82], [-5.20, 0.97, -2.84], [3.92, -0.13, 1.71], [2.60, -0.66, -1.20], [-2.62, -2.64, -1.23], [0.89, 4.09, -5.31], [-2.45, -4.44, -1.38], [-1.21, -2.08, -4.77], [-0.19, -1.08, 3.43], [1.28, 4.02, 2.76], [0.57, 1.94, 5.03], [-4.35, -3.53, 1.36], [-0.19, 2.06, -1.00], [5.23, 3.69, 3.69], [0.76, -1.89, -2.78], [-4.97, -2.01, -0.09], [4.58, -4.34, -2.48], [1.52, 1.61, 6.45], [-4.33, -0.99, -3.85], [5.40, -0.86, 1.92], [-0.48, 4.38, -4.09], [4.55, -0.98, 0.31], [-1.00, -0.77, -0.45], [-1.82, -1.78, 3.41], [3.57, -5.42, -1.42], [2.37, -4.22, 3.48], [-5.68, -5.24, -1.58], [0.41, 2.19, -3.01], [4.41, 3.02, -2.85], [-3.21, 5.41, -0.02], [-7.23, -4.38, -2.07], [2.85, 1.16, -1.13], [-1.29, 2.57, 3.21], [-1.52, 1.31, -1.87], [0.25, 3.77, 1.42], [3.90, -3.91, 4.35], [0.88, 2.34, 2.36], [-2.95, -2.50, -4.78], [-2.29, 2.94, 5.20], [0.48, -4.54, 1.57]],
  "charge": 0,
  "e_lumo_ev": 0.421,
  "homo_lumo_gap_ev": 9.61,
  "multiplicity": 1,
  "homo_ev": -9.189,
  "total_energy_ev": -142415.739
}

=====

{
  "formula": "C46H54F3IN7O5",
  "method": "ωB97M-V with the def2-TZVPD basis set",
  "species": ["I", "F", "F", "F", "O", "O", "O", "O", "O", "N", "N", "N", "N", "N", "N", "N", "C", "C", "C", "C", "C", "C", "C", "C", "C", "C", "C", "C", "C", "C", "C", "C", "C", "C", "C", "C", "C", "C", "C", "C", "C", "C", "C", "C", "C", "C", "C", "C", "C", "C", "C", "C", "C", "C", "C", "C", "C", "C", "C", "C", "C", "C", "H", "H", "H", "H", "H", "H", "H", "H", "H", "H", "H", "H", "H", "H", "H", "H", "H", "H", "H", "H", "H", "H", "H", "H", "H", "H", "H", "H", "H", "H", "H", "H", "H", "H", "H", "H", "H", "H", "H", "H", "H", "H", "H", "H", "H", "H", "H", "H", "H", "H", "H", "H", "H", "H"],
  "positions_angstrom": [[-0.73, -4.73, 3.67], [2.94, -6.29, -0.58], [3.49, -3.99, -0.18], [4.92, -5.42, -1.61], [-5.04, 1.84, 0.42], [-4.05, 3.94, 1.03], [2.79, 1.83, -0.91], [2.08, -0.45, -0.60], [-1.72, -2.25, 2.09], [4.35, -3.17, -6.36], [-1.73, -1.63, -2.24], [-4.54, 3.90, 4.72], [3.62, 0.98, 4.92], [5.69, -0.67, -12.40], [-2.34, -2.36, -1.27], [-5.58, 3.29, 9.89], [2.57, 0.35, 5.48], [-3.03, 1.90, 2.34], [2.65, -4.72, -2.58], [5.54, 0.34, -9.80], [3.91, -0.69, 7.15], [-4.22, -0.73, -2.55], [1.78, 0.75, -1.12], [-4.69, -0.12, -1.10], [-4.50, 4.05, 6.06], [4.90, -1.93, -6.39], [-6.26, 5.59, 4.66], [5.15, -4.17, -5.92], [5.46, -1.47, -11.34], [0.41, 0.89, -3.52], [-6.97, 1.33, 9.66], [-7.74, 3.20, 10.94], [-4.07, 2.61, 1.25], [4.83, 0.76, 5.49], [-5.30, 4.94, 6.76], [-1.53, -3.42, -0.61], [5.02, -0.06, 6.59], [5.78, 1.19, -10.87], [2.66, -0.48, 6.58], [6.99, -2.70, -5.54], [-0.33, -1.68, -2.81], [-1.65, -3.61, 2.02], [-2.26, -4.29, 0.63], [0.27, -0.68, -3.98], [-2.62, -0.54, -2.89], [-4.38, 1.47, -0.87], [0.69, -2.86, -2.21], [3.51, -5.05, -1.22], [5.38, -1.02, -10.03], [0.04, -3.82, -0.99], [2.92, 1.86, 1.72], [-5.81, 2.04, 9.41], [2.37, 2.56, 0.34], [-7.95, 1.92, 10.44], [6.46, -3.98, -5.50], [5.84, 0.65, -12.14], [6.19, -1.65, -5.99], [0.40, 1.15, -1.90], [-6.55, 3.84, 10.64], [2.22, -3.12, -2.72], [-6.20, 5.72, 6.05], [-5.42, 4.68, 4.05], [-3.23, 1.64, -0.72], [-0.55, 1.46, -3.96], [0.65, -4.68, -0.47], [4.69, -5.15, -5.91], [-3.78, 3.42, 6.58], [1.19, 2.64, 0.43], [5.48, 0.73, -8.78], [1.34, -1.02, -4.36], [-6.95, 6.19, 4.07], [4.09, 1.68, 1.74], [-4.55, -1.86, -2.62], [1.39, 1.39, -3.95], [6.02, 1.28, -13.01], [-7.10, 0.33, 9.25], [-6.34, 4.84, 11.00], [-0.42, -0.68, -4.95], [6.01, -0.20, 7.01], [-5.23, 5.02, 7.84], [-3.10, 2.48, 3.38], [2.70, 2.57, 2.66], [8.01, -2.51, -5.22], [2.39, -2.86, -3.86], [2.97, -2.40, -2.12], [5.35, -2.53, -11.58], [-5.43, 4.53, 2.97], [-3.40, -4.00, 0.60], [-4.18, -0.75, -0.25], [4.24, -1.14, -6.75], [7.05, -4.82, -5.15], [-2.24, 0.54, -2.68], [-2.52, -0.71, -4.07], [-8.88, 1.39, 10.66], [1.78, -0.96, 6.99], [1.61, 0.54, 5.00], [-8.49, 3.69, 11.56], [4.03, -1.34, 8.01], [-2.04, -5.44, 0.57], [-0.53, 0.68, -1.33], [-5.87, -0.26, -0.99], [5.66, 1.28, 5.03], [5.91, 2.26, -10.71], [2.37, 0.84, 1.97], [5.19, -1.71, -9.22], [3.38, -4.94, -3.49], [2.84, 3.64, 0.28], [-6.84, 6.43, 6.56], [6.58, -0.63, -6.04], [-5.01, 1.62, 8.81], [-4.86, 2.16, -1.69], [-1.93, 2.04, 1.94], [-4.85, -0.15, -3.37], [-3.26, 0.77, 2.51], [1.74, -5.45, -2.68], [0.27, 2.33, -1.76]],
  "charge": 1,
  "e_lumo_ev": -4.685,
  "homo_lumo_gap_ev": 6.05,
  "multiplicity": 1,
  "homo_ev": -10.731,
  "total_energy_ev": -85474.855
}

=====

{
  "formula": "C7H10",
  "method": "ωB97M-V with the def2-TZVPD basis set",
  "species": ["C", "C", "C", "C", "C", "C", "C", "H", "H", "H", "H", "H", "H", "H", "H", "H", "H"],
  "positions_angstrom": [[1.63, -2.10, 0.08], [0.14, -1.84, -0.10], [-0.83, -1.46, 0.71], [-0.89, 2.21, 0.11], [-0.56, -0.14, 0.68], [0.08, 1.65, -0.88], [-1.05, 0.79, -0.37], [1.12, 1.32, -0.60], [0.09, 0.33, 1.47], [2.04, -2.47, -0.84], [-1.75, 0.47, -1.12], [-1.70, 2.80, -0.33], [1.79, -3.03, 0.66], [-0.10, 2.06, -1.90], [2.23, -1.36, 0.49], [-0.41, 2.53, 1.01], [-1.82, -1.76, 0.93]],
  "charge": 0,
  "e_lumo_ev": 0.724,
  "homo_lumo_gap_ev": 7.78,
  "multiplicity": 1,
  "homo_ev": -7.054,
  "total_energy_ev": -7414.521
}

=====

{
  "formula": "C3H4OS",
  "method": "ωB97M-V with the def2-TZVPD basis set",
  "species": ["S", "O", "C", "C", "C", "H", "H", "H", "H"],
  "positions_angstrom": [[1.07, 0.40, -0.24], [1.69, 0.56, 1.05], [0.13, -2.38, -0.26], [0.24, -1.18, -0.34], [-0.61, 1.30, 0.00], [-0.29, 1.86, 0.89], [-0.46, 1.98, -0.80], [-0.21, -3.35, -0.14], [-1.57, 0.82, -0.17]],
  "charge": 0,
  "e_lumo_ev": 0.622,
  "homo_lumo_gap_ev": 10.20,
  "multiplicity": 1,
  "homo_ev": -9.580,
  "total_energy_ev": -16054.515
}

=====

{
  "formula": "C3H11NO",
  "method": "ωB97M-V with the def2-TZVPD basis set",
  "species": ["O", "N", "C", "C", "C", "H", "H", "H", "H", "H", "H", "H", "H", "H", "H", "H"],
  "positions_angstrom": [[0.23, -2.01, -0.81], [2.31, 1.17, 1.79], [-1.20, -0.19, -0.25], [-0.98, 0.44, -1.60], [-0.86, -1.68, -0.15], [-1.17, 1.51, -1.53], [2.95, 0.96, 2.52], [-1.73, -2.21, -0.57], [-1.55, -0.08, -2.37], [2.31, 0.47, 1.10], [2.48, 2.13, 1.54], [-2.09, 0.10, 0.31], [-0.83, -1.86, 0.95], [0.25, 0.76, 0.67], [-0.17, 0.15, 0.33], [0.06, 0.36, -1.92]],
  "charge": 0,
  "e_lumo_ev": -1.329,
  "homo_lumo_gap_ev": 6.42,
  "multiplicity": 1,
  "homo_ev": -7.748,
  "total_energy_ev": -6821.145
}

=====

{
  "formula": "C25H39F3O11",
  "method": "ωB97M-V with the def2-TZVPD basis set",
  "species": ["F", "F", "F", "O", "O", "O", "O", "O", "O", "O", "O", "O", "O", "O", "C", "C", "C", "C", "C", "C", "C", "C", "C", "C", "C", "C", "C", "C", "C", "C", "C", "C", "C", "C", "C", "C", "C", "C", "C", "H", "H", "H", "H", "H", "H", "H", "H", "H", "H", "H", "H", "H", "H", "H", "H", "H", "H", "H", "H", "H", "H", "H", "H", "H", "H", "H", "H", "H", "H", "H", "H", "H", "H", "H", "H", "H", "H", "H"],
  "positions_angstrom": [[3.57, 3.17, 5.74], [1.63, 3.37, 6.72], [1.76, 3.18, 4.49], [-5.17, -1.38, -2.21], [1.38, -3.06, 6.11], [1.53, 1.93, -4.19], [4.45, -0.31, -5.71], [0.26, -3.24, 8.07], [-3.63, -1.77, 0.26], [-1.47, 0.78, 6.91], [6.60, 0.60, -7.50], [2.30, 1.38, 5.81], [2.65, -2.01, 4.60], [-0.60, 1.00, -2.39], [-0.81, -0.21, 7.70], [6.75, -0.42, -6.51], [0.39, 0.15, -2.96], [-6.16, -2.22, -1.63], [1.01, -0.65, 5.86], [-3.29, -1.00, 3.99], [6.42, 1.89, -6.93], [2.26, 2.75, 5.68], [1.35, 3.21, -3.61], [-4.93, -0.07, 5.62], [1.13, 0.75, 5.20], [-2.21, -0.46, 4.82], [-3.17, -2.98, -0.31], [1.80, -1.90, 5.42], [-1.52, 1.49, -3.36], [-3.86, 0.43, 6.46], [0.23, -1.07, 6.90], [-3.47, -0.66, -0.61], [0.57, -2.57, 7.14], [3.54, 0.18, -6.68], [-4.77, -0.33, -1.33], [-2.45, 0.24, 6.08], [1.69, 0.91, -3.21], [-4.69, -0.81, 4.38], [5.44, -1.16, -6.27], [-5.99, 0.11, 5.92], [-4.11, 0.99, 7.39], [0.67, 3.19, -2.75], [5.74, 1.87, -6.08], [-2.04, 2.35, -2.93], [-2.26, 0.71, -3.59], [-2.66, -0.84, -1.33], [0.58, -0.65, -2.24], [0.92, 3.87, -4.37], [7.14, 0.00, -5.58], [-3.47, -3.09, -1.36], [7.49, -1.13, -6.89], [5.08, -1.63, -7.19], [-6.18, -3.16, -2.20], [0.02, -0.31, -3.89], [-0.20, 0.35, 8.47], [3.03, 1.05, -6.26], [2.32, 3.61, -3.30], [2.80, -0.59, -6.91], [7.39, 2.29, -6.62], [-1.51, -0.86, 8.30], [-4.61, 0.56, -1.95], [2.09, 1.32, -2.28], [2.43, 0.20, -3.61], [-3.09, -1.53, 3.03], [6.00, 2.54, -7.70], [0.26, 1.42, 5.39], [-5.54, -1.18, 3.77], [4.04, 0.49, -7.60], [-1.18, -0.61, 4.44], [-1.03, 1.80, -4.28], [-7.14, -1.75, -1.71], [-5.57, -0.10, -0.62], [1.30, 0.66, 4.09], [5.63, -1.96, -5.54], [-3.59, -3.81, 0.25], [-5.94, -2.46, -0.59], [-2.08, -3.03, -0.24], [-3.19, 0.20, 0.01]],
  "charge": 0,
  "e_lumo_ev": -1.092,
  "homo_lumo_gap_ev": 8.13,
  "multiplicity": 1,
  "homo_ev": -9.220,
  "total_energy_ev": -57226.973
}

=====

{
  "formula": "C4H9NO",
  "method": "ωB97M-V with the def2-TZVPD basis set",
  "species": ["O", "N", "C", "C", "C", "C", "H", "H", "H", "H", "H", "H", "H", "H", "H"],
  "positions_angstrom": [[1.17, 0.36, 3.08], [-1.59, 0.53, 0.30], [1.46, -0.28, -1.79], [-0.37, -0.10, -0.02], [0.35, 0.38, -1.04], [-2.68, -0.09, 0.34], [2.09, -0.90, -1.14], [-2.95, -0.81, -0.46], [2.01, 0.01, 2.79], [-0.01, 1.30, -1.49], [-3.47, -0.05, 1.09], [1.23, -0.95, -2.62], [-0.07, -0.81, 0.74], [2.08, 0.53, -2.18], [0.74, 0.87, 2.39]],
  "charge": 0,
  "e_lumo_ev": 0.537,
  "homo_lumo_gap_ev": 8.71,
  "multiplicity": 1,
  "homo_ev": -8.174,
  "total_energy_ev": -7828.873
}

=====

{
  "formula": "C2BrI2O2",
  "method": "ωB97M-V with the def2-TZVPD basis set",
  "species": ["I", "I", "Br", "O", "O", "C", "C"],
  "positions_angstrom": [[-1.42, 2.64, -1.01], [-1.86, -0.83, -0.99], [-0.48, 1.02, 1.68], [0.62, -2.02, 0.33], [2.21, -0.40, 0.08], [-0.45, 0.76, -0.28], [1.39, -1.18, 0.20]],
  "charge": -1,
  "e_lumo_ev": 3.030,
  "homo_lumo_gap_ev": 6.70,
  "multiplicity": 1,
  "homo_ev": -3.671,
  "total_energy_ev": -92413.638
}